Entry 1:
Below is a molecular structure, C34H30IN3O5V, with properties calculated with the ωB97M-V functional and the def2-TZVPD basis.

Values from the calculation:
Total charge: +3

Element x y z (Å)
V (0.4881, 0.4730, -0.3801)
I (0.4930, 0.6681, 2.4489)
C (2.5696, 0.8992, 2.5608)
C (3.2994, 1.0470, 3.7021)
C (4.7100, 1.1046, 3.5914)
C (5.3309, 1.0096, 2.3743)
C (4.5742, 0.8583, 1.1880)
C (5.1479, 0.7612, -0.1071)
C (4.3750, 0.6227, -1.2285)
C (2.9614, 0.5744, -1.1157)
C (2.4131, 0.6534, 0.1334)
C (3.1668, 0.8001, 1.3038)
H (2.8312, 1.1201, 4.6751)
H (5.2989, 1.2225, 4.4907)
H (6.4105, 1.0514, 2.3092)
H (6.2256, 0.8045, -0.2056)
H (4.8257, 0.5638, -2.2093)
H (2.3796, 0.4994, -2.0325)
N (0.0119, 0.5835, -2.5341)
H (-1.0046, 0.5303, -2.5902)
H (0.3827, -0.1561, -3.1279)
H (0.2839, 1.4713, -2.9530)
O (-1.9917, -0.0963, 1.8369)
C (-2.3054, 0.3434, 0.7505)
O (-1.3598, 0.6245, -0.1721)
C (-3.6934, 0.5826, 0.3210)
C (-3.9848, 1.1896, -0.9018)
C (-5.2997, 1.4036, -1.2697)
C (-6.2938, 0.9973, -0.3987)
C (-6.0365, 0.3979, 0.8188)
C (-4.7175, 0.1905, 1.1827)
N (-7.7105, 1.2263, -0.7928)
O (-7.8968, 1.7077, -1.8877)
O (-8.5580, 0.8197, -0.0337)
H (-3.1876, 1.5131, -1.5568)
H (-5.5703, 1.8752, -2.2031)
H (-6.8588, 0.1093, 1.4573)
H (-4.4762, -0.2695, 2.1305)
N (0.5093, 2.4381, -0.4483)
C (0.4515, 3.5936, -0.3850)
C (0.3756, 4.9937, -0.3008)
C (-0.7519, 5.5844, 0.2946)
C (-0.8156, 6.9592, 0.3677)
C (0.2214, 7.7310, -0.1513)
C (1.3366, 7.1418, -0.7432)
C (1.4268, 5.7689, -0.8214)
H (-1.5509, 4.9694, 0.6868)
H (-1.6715, 7.4354, 0.8247)
H (0.1590, 8.8098, -0.0946)
H (2.1305, 7.7583, -1.1405)
H (2.2862, 5.2939, -1.2750)
C (0.1540, -7.7249, -1.1743)
C (0.2600, -6.3116, -0.7465)
C (0.5652, -5.9858, 0.5855)
C (0.6711, -4.6899, 1.0039)
C (0.9827, -4.4019, 2.4424)
C (0.4715, -3.6281, 0.0188)
C (0.5949, -2.3608, 0.4905)
O (0.4979, -1.2256, -0.1887)
C (0.1424, -3.9686, -1.3606)
C (-0.0980, -2.9172, -2.4001)
C (0.0449, -5.2810, -1.6952)
H (0.3417, -8.4257, -0.3666)
H (0.8557, -7.9156, -1.9921)
H (-0.8416, -7.9096, -1.5900)
H (0.7169, -6.7891, 1.2943)
H (1.1452, -5.3312, 2.9812)
H (0.1534, -3.8822, 2.9283)
H (1.8842, -3.7970, 2.5531)
H (0.7895, -2.1927, 1.5456)
H (-0.8625, -2.2093, -2.0749)
H (-0.4298, -3.3759, -3.3284)
H (0.8285, -2.3732, -2.6040)
H (-0.2086, -5.5581, -2.7108)

Entry 2:
Below is a molecular structure, C34H30N3O3SSn, with properties calculated with the ωB97M-V functional and the def2-TZVPD basis.

Values from the calculation:
Total charge: -1

Element x y z (Å)
Sn (-1.3553, 0.1613, -1.3483)
C (1.7576, 0.7890, -5.3426)
C (1.3747, 0.5159, -3.8844)
O (0.5012, 1.2177, -3.3341)
C (2.1646, -0.4739, -3.2247)
C (2.1937, -0.6770, -1.8226)
C (3.3701, -1.4623, -1.2225)
N (1.2662, -0.2291, -1.0342)
N (1.5703, -0.3939, 0.3325)
C (0.5251, -0.1822, 1.0645)
O (-0.7224, 0.0079, 0.6818)
C (0.6998, -0.2147, 2.5590)
C (1.7170, -1.0260, 3.1117)
C (1.8407, -1.0716, 4.5019)
C (1.0405, -0.2745, 5.2856)
C (0.0916, 0.5188, 4.7181)
C (-0.1446, 0.5455, 3.3629)
H (0.9511, 1.2005, -5.9094)
H (2.1016, -0.0976, -5.9053)
H (2.6196, 1.4974, -5.3717)
H (2.9019, -1.0854, -3.7417)
H (4.0082, -1.7903, -2.0286)
H (3.0446, -2.2099, -0.5346)
H (3.9250, -0.6800, -0.6661)
H (2.3984, -1.5197, 2.4363)
H (2.5507, -1.7322, 4.9479)
H (1.2109, -0.2713, 6.3644)
H (-0.4733, 1.2263, 5.3767)
H (-0.8404, 1.2097, 2.8423)
C (-5.1563, 0.5573, 0.9585)
C (-5.2804, 1.8976, 1.2742)
C (-4.3394, 2.8111, 0.8632)
C (-3.2451, 2.3751, 0.1091)
C (-3.1582, 1.0204, -0.2789)
C (-4.1434, 0.1303, 0.1303)
C (-2.0747, 3.2658, -0.0872)
C (-2.0380, 4.5583, 0.5490)
C (-0.8944, 5.2838, 0.5983)
C (0.2831, 4.7250, 0.0035)
C (1.5758, 5.2952, 0.2089)
C (2.6776, 4.6754, -0.2982)
C (2.5509, 3.4782, -0.9934)
C (1.3236, 2.9197, -1.1630)
C (0.1525, 3.4847, -0.5966)
N (-1.0261, 2.7655, -0.6893)
H (-5.9339, -0.0905, 1.2952)
H (-6.1429, 2.3032, 1.8857)
H (-4.4393, 3.8637, 1.1227)
H (-4.1431, -0.8651, -0.2404)
H (-2.9131, 5.0049, 0.9443)
H (-0.9300, 6.2539, 1.0964)
H (1.6482, 6.1847, 0.8280)
H (3.6737, 5.0629, -0.1526)
H (3.4201, 2.9925, -1.4660)
H (1.1992, 2.0274, -1.7260)
C (-1.6108, -3.1415, 1.7006)
S (-2.0309, -3.2234, -0.0287)
O (-3.1714, -4.2082, -0.1055)
C (-0.6198, -4.1341, -0.6277)
C (0.5528, -3.5354, -1.1008)
C (1.5677, -4.3099, -1.6210)
C (1.4634, -5.7169, -1.7234)
C (0.3282, -6.3489, -1.2137)
C (-0.6915, -5.5388, -0.6322)
H (-1.6928, -4.1783, 1.9692)
H (-2.4086, -2.5234, 2.0930)
H (-0.6685, -2.6558, 1.8688)
H (0.6963, -2.4490, -1.0766)
H (2.4497, -3.8754, -2.0549)
H (2.2255, -6.2159, -2.2620)
H (0.2695, -7.4321, -1.2866)
H (-1.5942, -5.9928, -0.2891)

Entry 3:
Below is a molecular structure, C34H31AsBrInN3O3S4, with properties calculated with the ωB97M-V functional and the def2-TZVPD basis.

Values from the calculation:
Total charge: +1

Element x y z (Å)
In (-0.2237, -0.5507, 1.0934)
Br (-1.3811, 3.9856, 6.4080)
C (-1.2628, 2.1214, 6.1813)
C (-1.1649, 1.2929, 7.2903)
N (-1.0546, -0.0325, 7.1928)
C (-1.0264, -0.5646, 5.9739)
C (-1.1420, 0.1943, 4.8199)
C (-1.2678, 1.5720, 4.9187)
C (-1.0573, -0.4087, 3.4684)
O (-0.0920, -1.1935, 3.1656)
O (-1.8683, -0.0551, 2.5548)
H (-1.1685, 1.7153, 8.2876)
H (-0.9125, -1.6415, 5.9136)
H (-1.3373, 2.1910, 4.0339)
C (-3.1066, -2.5452, -0.2712)
As (-1.7819, -1.2961, -0.8968)
C (-2.8250, 0.2110, -1.4745)
C (-1.0115, -2.0941, -2.4954)
C (-2.0729, -2.2942, -3.5437)
C (-2.7745, -3.4950, -3.6194)
C (-3.7715, -3.6704, -4.5707)
C (-4.0722, -2.6451, -5.4577)
C (-3.3694, -1.4488, -5.3948)
C (-2.3755, -1.2751, -4.4431)
H (-3.8170, -2.7403, -1.0716)
H (-3.6115, -2.0933, 0.5796)
H (-2.6363, -3.4750, 0.0423)
H (-3.5465, -0.1333, -2.2104)
H (-2.1874, 0.9850, -1.8957)
H (-3.3310, 0.6131, -0.6001)
H (-0.5664, -3.0359, -2.1819)
H (-0.2095, -1.4359, -2.8285)
H (-2.5346, -4.3033, -2.9363)
H (-4.3065, -4.6103, -4.6248)
H (-4.8426, -2.7829, -6.2055)
H (-3.5898, -0.6522, -6.0940)
H (-1.8211, -0.3429, -4.4080)
N (6.1399, -3.2570, -0.8935)
C (4.9571, -3.4150, -1.5007)
S (4.7456, -4.0875, -2.9798)
C (3.7913, -2.8582, -0.7344)
C (3.8891, -1.6539, -0.0573)
C (2.7617, -1.1235, 0.5434)
N (1.5823, -1.7558, 0.5129)
C (1.5038, -2.9551, -0.0926)
C (2.5726, -3.5286, -0.7347)
H (6.9639, -3.6085, -1.3546)
H (6.2129, -2.9771, 0.0701)
H (4.8116, -1.0877, -0.0350)
H (2.7895, -0.1671, 1.0509)
H (0.5473, -3.4597, -0.0512)
H (2.4765, -4.4790, -1.2414)
O (0.6041, 1.2146, 1.4716)
C (0.9061, 2.2868, 0.5989)
C (-0.3914, 2.9131, 0.0916)
C (-1.6373, 2.7284, 0.6138)
C (-2.6455, 3.4676, -0.0825)
C (-2.1375, 4.1831, -1.1204)
S (-0.4469, 3.9587, -1.2714)
C (1.7156, 1.7891, -0.6109)
C (1.2451, 1.0171, -1.6376)
C (2.2259, 0.7081, -2.6213)
C (3.4287, 1.2786, -2.3281)
S (3.3589, 2.1794, -0.8795)
C (1.6860, 3.2887, 1.4309)
C (1.4464, 4.6137, 1.6306)
C (2.3515, 5.2114, 2.5577)
C (3.2462, 4.3194, 3.0551)
S (2.9949, 2.7542, 2.4166)
H (-1.8255, 2.1264, 1.4919)
H (-3.6928, 3.4735, 0.1926)
H (-2.6609, 4.8359, -1.8040)
H (0.2030, 0.7467, -1.7340)
H (2.0445, 0.1162, -3.5103)
H (4.3443, 1.2355, -2.9004)
H (0.6517, 5.1547, 1.1345)
H (2.3246, 6.2546, 2.8416)
H (4.0355, 4.4926, 3.7711)

Results for total energy: -84212.1235; -63024.5739; -225765.6894 (in eV, following the order of the records).
Results for frontier orbital gap: 5.37; 6.08; 7.51 (in eV, following the order of the records).
Results for E_LUMO: -11.156; 2.487; -3.366 (in eV, following the order of the records).